One molecule with the formula C2H4ClPS2, computed with wB97M-V/def2-TZVPD.

```
10
Properties=species:S:1:pos:R:3
C 0.53 -0.63 0.65
C 1.28 0.62 0.33
P -1.42 -0.31 0.66
S 1.99 0.86 -1.03
S -2.13 -1.10 -1.18
Cl -1.52 1.63 0.30
H 0.72 -1.28 -0.14
H 0.70 -1.08 1.55
H -1.36 -0.25 -2.07
H 1.21 1.53 0.93
```

Properties
ΔE to the lowest compared entry with this formula, charge and spin = 110.9 kJ/mol
Maximum force = 3.8 eV Å⁻¹
SMILES = S=CCP(S)Cl
Charge = 0

***

C29H38IN6O7P2PmSSb as an isolated structure, computed with wB97M-V/def2-TZVPD.

```
86
Properties=species:S:1:pos:R:3
Pm -15.99 11.40 4.54
C -14.11 2.77 8.75
C -13.25 3.77 8.06
C -12.46 4.73 8.76
C -11.89 5.78 8.04
C -12.08 5.80 6.65
C -12.80 4.77 6.07
N -13.42 3.82 6.72
Sb -13.20 4.39 3.91
C -12.02 5.95 2.82
C -12.17 6.01 1.48
C -11.40 7.10 0.89
C -10.62 7.93 1.63
C -10.51 7.61 3.06
C -9.66 8.32 4.00
N -11.23 6.66 3.60
C -15.27 4.84 3.67
C -16.39 4.45 4.46
C -17.63 5.09 4.24
C -17.74 6.07 3.26
C -16.61 6.31 2.47
C -16.62 7.46 1.53
N -15.42 5.69 2.62
H -13.74 2.61 9.77
H -15.13 3.17 8.77
H -14.11 1.79 8.28
H -12.28 4.57 9.80
H -11.35 6.58 8.55
H -11.62 6.54 5.97
H -12.87 5.46 0.88
H -11.34 7.13 -0.22
H -10.08 8.78 1.13
H -8.66 8.32 3.59
H -9.88 9.37 4.00
H -9.74 7.88 5.02
H -16.27 3.66 5.26
H -18.48 4.86 4.88
H -18.68 6.71 3.14
H -15.92 7.26 0.68
H -17.62 7.74 1.05
H -16.26 8.33 2.06
C -14.15 12.27 7.41
C -13.08 11.89 6.36
N -13.32 10.75 5.47
C -13.14 9.39 6.05
C -14.14 9.04 7.16
S -15.86 9.20 6.65
C -16.77 10.05 7.94
C -16.60 11.61 7.85
N -15.56 12.18 6.95
H -13.96 13.32 7.79
H -14.02 11.64 8.31
H -12.11 11.76 6.94
H -12.98 12.80 5.72
H -12.66 10.90 4.73
H -12.10 9.26 6.40
H -13.29 8.69 5.24
H -13.95 9.56 8.13
H -14.01 7.94 7.30
H -16.53 9.72 8.99
H -17.79 9.71 7.79
H -16.53 12.10 8.90
H -17.58 12.02 7.46
H -15.94 13.13 6.67
O -14.29 9.82 0.47
P -15.45 10.75 1.13
O -16.71 10.72 0.28
O -15.45 10.33 2.59
O -14.73 12.27 1.18
P -15.02 13.24 2.40
O -14.63 14.69 1.88
O -16.48 13.17 2.83
O -14.31 12.79 3.70
H -14.13 10.08 -0.45
H -14.14 15.16 2.59
I -19.71 13.77 0.75
C -19.56 12.80 2.64
C -20.03 13.35 3.83
C -19.96 12.61 5.02
C -19.34 11.36 5.00
N -18.61 10.95 3.86
C -18.84 11.57 2.68
H -20.36 14.41 3.84
H -20.38 13.01 5.93
H -19.32 10.69 5.84
H -18.47 11.14 1.71
```

Properties
Electronic energy = -114570.581 eV
2S+1 = 5
Maximum force = 4.0 eV Å⁻¹
Charge = +1
Expectation value of S² = 6.004

***

C18H37O2P3Pt as an isolated structure, computed with wB97M-V/def2-TZVPD.

```
61
Properties=species:S:1:pos:R:3
Pt 0.30 -0.13 -0.23
P -1.76 -1.33 0.02
P 1.35 -0.52 1.84
P 1.31 -1.23 -2.07
H -0.71 5.57 -5.41
C -0.76 4.68 -6.04
C -1.90 3.99 -6.17
H -2.82 4.28 -5.65
C -3.09 -0.33 0.72
C -1.54 -2.81 1.06
C -2.34 -1.90 -1.60
C 2.88 0.44 1.94
C 0.37 -0.13 3.32
C 1.79 -2.27 2.05
C 0.89 -1.22 -3.82
C 1.36 -2.97 -1.60
C 3.01 -0.60 -1.95
H 0.13 4.38 -6.59
H -1.97 3.15 -6.87
H -3.27 0.52 0.04
H -2.78 0.03 1.72
H -4.00 -0.94 0.81
H -1.24 -2.52 2.08
H -0.80 -3.50 0.65
H -2.49 -3.34 1.14
H -2.44 -1.03 -2.26
H -3.33 -2.37 -1.50
H -1.64 -2.63 -2.04
H 3.51 0.09 2.78
H 2.62 1.49 2.10
H 3.43 0.34 1.00
H 0.97 -0.31 4.23
H -0.54 -0.75 3.37
H 0.06 0.92 3.30
H 2.78 -2.36 2.50
H 1.79 -2.81 1.09
H 1.06 -2.78 2.71
H 1.54 -1.91 -4.37
H 1.00 -0.22 -4.24
H -0.15 -1.52 -3.97
H 1.57 -3.61 -2.47
H 0.39 -3.27 -1.18
H 2.14 -3.15 -0.85
H 3.63 -0.95 -2.79
H 3.45 -0.91 -1.00
H 2.95 0.50 -1.97
C -1.69 1.97 -2.71
C -0.51 2.79 -2.46
C 0.52 2.84 -3.38
C 0.46 2.10 -4.55
C -0.74 1.44 -4.90
C -1.83 1.47 -4.07
O -2.50 1.63 -1.79
H -0.39 0.00 -1.76
H -0.47 3.31 -1.51
H 1.36 3.53 -3.22
H 1.29 2.16 -5.26
H -0.85 0.99 -5.89
H -2.83 1.17 -4.40
O -0.80 2.43 1.04
C -0.35 1.50 0.51
```

Properties
ΔE to the lowest compared entry with this formula, charge and spin = 115.2 kJ/mol
2S+1 = 5
Maximum force = 6.1 eV Å⁻¹
Charge = +4
Expectation value of S² = 6.056

***

An isolated ion of composition C4H7O3 and charge -1, computed with wB97M-V/def2-TZVPD.

```
14
Properties=species:S:1:pos:R:3
C 0.17 0.58 2.40
O 0.89 -0.53 2.22
C -0.76 0.71 0.86
C 0.31 0.37 -0.09
C -0.03 -0.13 -1.46
O -0.90 -1.16 -1.63
O 0.55 0.13 -2.52
H -0.77 0.64 2.96
H 0.71 1.58 2.57
H -1.28 1.65 0.89
H -1.44 -0.11 0.98
H 1.00 1.22 -0.16
H 0.73 -0.60 0.50
H -1.39 -1.12 -2.52
```

Properties
ΔE to the lowest compared entry with this formula, charge and spin = 296.6 kJ/mol
Maximum force = 3.1 eV Å⁻¹
SMILES = O=C(O)CCC[O-]
Charge = -1

***

C8H15F6N4O15S2V as an isolated structure, computed with wB97M-V/def2-TZVPD.

```
51
Properties=species:S:1:pos:R:3
V 0.25 -0.07 0.58
N -0.65 1.56 3.39
O 0.30 1.60 4.17
O -1.74 2.07 3.58
O -0.45 0.92 2.27
N 3.36 0.46 2.06
O 3.25 0.47 3.30
O 2.29 0.53 1.36
O 4.48 0.41 1.52
N 0.39 -2.12 3.19
O 0.93 -1.58 4.15
O -0.26 -3.17 3.29
O 0.53 -1.57 2.03
C 1.24 3.88 -1.37
F 1.19 5.18 -1.65
F 1.19 3.25 -2.55
F 2.40 3.64 -0.76
S -0.15 3.23 -0.29
O 0.21 1.82 -0.17
O -0.12 4.04 0.90
O -1.35 3.37 -1.09
C 3.53 -0.95 -1.96
F 4.58 -1.52 -2.54
F 3.88 -0.06 -1.07
F 2.85 -0.34 -2.96
S 2.37 -2.11 -1.16
O 3.04 -2.81 -0.09
O 1.36 -1.14 -0.65
O 1.76 -2.95 -2.20
C -0.64 0.24 -2.70
C -1.18 -0.92 -1.82
N -1.52 -0.61 -0.40
C -2.17 -1.87 0.11
C -1.28 -3.12 0.09
C -2.65 0.36 -0.49
C -3.04 1.03 0.87
H -1.34 0.95 -3.13
H -0.26 -0.29 -3.59
H 0.30 0.66 -2.34
H -2.09 -1.06 -2.43
H -0.66 -1.86 -1.96
H -2.43 -1.74 1.15
H -3.05 -2.06 -0.52
H -0.22 -2.93 -0.05
H -1.30 -3.61 1.06
H -1.57 -3.81 -0.71
H -3.60 -0.10 -0.76
H -2.50 1.11 -1.26
H -2.35 1.85 1.08
H -3.01 0.33 1.70
H -4.06 1.41 0.82
```

Properties
ΔE to the lowest compared entry with this formula, charge and spin = 55.8 kJ/mol
2S+1 = 3
Maximum force = 5.1 eV Å⁻¹
Charge = -2
Expectation value of S² = 2.009